#one
ORCA calculation (the ωB97M-V functional and the def2-TZVPD basis) on a cluster of 2 separate species, C3H9N2 in total.

The geometry in XYZ format:
```
14
C3H9N2 | OMol25 | the ωB97M-V functional and the def2-TZVPD basis
C -0.2359 0.0230 0.3172
C -1.3516 0.2559 -0.3883
C 2.6623 0.2776 -0.3592
N 1.9975 -0.2114 0.7226
N -2.7227 -0.0197 0.2362
H 1.8258 -1.2567 0.5185
H -0.2897 -0.3681 1.2519
H -1.5751 0.6043 -1.3057
H 2.3530 -0.1525 -1.3917
H 2.5405 1.3904 -0.3558
H 3.6287 -0.1676 -0.3763
H -2.9851 -0.9759 -0.1173
H -3.4578 0.6406 0.0197
H -2.3898 -0.0401 1.2281
```

As for the highest occupied orbital energy (alpha / beta): -13.5 / -13.9 eV. Its gap between HOMO and LUMO (alpha / beta) is 8.263 / 9.368 eV. The LUMO energy (alpha / beta) is -5.283 / -4.525 eV. Its charge is +1.

#two
ORCA calculation (the ωB97M-V functional and the def2-TZVPD basis) on a structure of composition C3H9N2.

The geometry in XYZ format:
```
14
C3H9N2 | OMol25 | the ωB97M-V functional and the def2-TZVPD basis
C -1.6074 -0.2418 0.3758
C 1.9817 0.3865 -0.2860
C 0.8747 -0.4063 0.4002
N -2.7743 0.0797 -0.1073
N -0.4464 -0.1224 -0.1652
H -1.5958 -0.6552 1.3842
H 1.5958 1.3924 -0.6248
H 2.7435 0.6967 0.4020
H 2.3493 -0.1770 -1.0715
H 1.0736 -0.3430 1.5507
H 0.9142 -1.7285 0.1771
H -3.4352 -0.3322 0.3968
H -3.0100 0.5325 -1.0446
H -0.2771 0.3697 -0.9728
```

As for the highest occupied orbital energy: -14.9 eV. Its gap between HOMO and LUMO is 11.334 eV. The LUMO energy is -3.586 eV. Its charge is +1.

#three
ORCA calculation (the ωB97M-V functional and the def2-TZVPD basis) on the ion C3H9N2 with charge +1.

The geometry in XYZ format:
```
14
C3H9N2 | OMol25 | the ωB97M-V functional and the def2-TZVPD basis
C -0.0569 0.3631 1.8704
C 0.0980 0.3962 0.3667
N -1.0249 0.8986 -0.4344
C 0.9125 -0.4255 -0.2979
N 0.4184 -1.2054 -1.3858
H -0.5581 -0.5915 2.0653
H 0.8959 0.4086 2.3874
H -0.8022 0.9952 2.3714
H -1.9932 0.9622 -0.1225
H -0.7572 1.7933 -0.8559
H -0.9601 0.2439 -1.2629
H 1.9519 -0.6307 -0.0803
H 1.0469 -1.2625 -2.1717
H -0.2193 -1.9492 -1.1673
```

The SMILES is C/C([NH3+])=C/N. As for the highest occupied orbital energy: -13.6 eV. Its gap between HOMO and LUMO is 10.046 eV. The LUMO energy is -3.538 eV. Its charge is +1.

Stability comparison, relative energies in eV: #one 5.003; #two 0.000; #three 0.377

#one
ORCA calculation (the ωB97M-V functional and the def2-TZVPD basis) on a cluster of 3 separate species, C3H9N2 in total.

The geometry in XYZ format:
```
14
C3H9N2 | OMol25 | the ωB97M-V functional and the def2-TZVPD basis
C -0.5929 0.9296 -0.6860
C -0.3264 -0.3225 -0.1628
C 1.0465 -0.6974 -0.1564
N -1.2105 -1.2696 0.0040
N 2.0745 0.0456 0.2931
H -1.4863 1.3423 -1.0439
H 0.3619 1.4685 -0.8939
H -1.5973 1.3279 0.9843
H 1.4020 -1.6675 -0.6441
H -2.1188 -1.2942 -0.4726
H -0.7614 -2.1450 0.1509
H -1.8493 1.4759 1.7723
H 2.0843 0.9596 0.8310
H 2.9735 -0.1531 0.0241
```

As for the highest occupied orbital energy: -13.3 eV. Its gap between HOMO and LUMO is 7.630 eV. The LUMO energy is -5.683 eV. Its charge is +1.

#two
ORCA calculation (the ωB97M-V functional and the def2-TZVPD basis) on a cluster of 2 separate species, C3H9N2 in total.

The geometry in XYZ format:
```
14
C3H9N2 | OMol25 | the ωB97M-V functional and the def2-TZVPD basis
C -1.9348 -2.2213 0.7525
C 1.8460 0.9504 -2.1413
C -0.8400 -0.0486 0.5762
N -1.3538 -1.1210 0.8481
N -0.2794 0.8367 1.6024
H -3.0100 -2.2814 0.8190
H -1.3691 -3.1296 0.6159
H 2.2764 1.5862 -1.3764
H 1.9097 1.4527 -3.0958
H 0.8070 0.7384 -1.9143
H 2.4017 0.0222 -2.1920
H 0.4055 1.4528 1.1386
H 0.1827 0.3437 2.3875
H -1.0420 1.4190 1.9798
```

As for the highest occupied orbital energy (alpha / beta): -13.8 / -13.8 eV. Its gap between HOMO and LUMO (alpha / beta) is 9.280 / 9.279 eV. The LUMO energy (alpha / beta) is -4.524 / -4.525 eV. Its charge is +1.

Stability comparison, relative energies in eV: #one 0.000; #two 0.345

#one
ORCA calculation (the ωB97M-V functional and the def2-TZVPD basis) on a structure of composition C7H10N2O.

The geometry in XYZ format:
```
20
C7H10N2O | OMol25 | the ωB97M-V functional and the def2-TZVPD basis
N 2.5093 -0.7910 0.0694
C 1.7492 0.2736 0.1475
C 0.3633 0.2696 0.7600
N -0.4677 1.4067 0.3627
C -1.8367 0.9117 0.3297
C -2.1877 -0.1413 -0.6948
C -0.9232 -0.8737 -1.1280
C -0.5018 -0.9439 0.3684
C -1.9328 -0.5132 0.7635
H 0.5232 0.2367 1.8534
H -0.3807 2.1769 1.0155
H -2.6156 1.6251 0.5972
H -3.1380 -0.1210 -1.2318
H -1.1569 -1.8737 -1.5139
H -0.2413 -0.3670 -1.8273
H -0.1103 -1.8995 0.7301
H -2.5821 -0.9369 1.5288
O 1.9800 0.9491 -0.9499
H 2.3918 -1.4075 0.8679
H 2.7599 0.0540 -1.2840
```

As for the highest occupied orbital energy: -8.7 eV. Its gap between HOMO and LUMO is 9.436 eV. The LUMO energy is 0.786 eV.

#two
ORCA calculation (the ωB97M-V functional and the def2-TZVPD basis) on an isolated molecule of C7H10N2O.

The geometry in XYZ format:
```
20
C7H10N2O | OMol25 | the ωB97M-V functional and the def2-TZVPD basis
H 1.7502 2.7419 0.0962
N 0.8444 2.2791 0.0419
C 1.1289 1.0526 0.0958
O 2.4019 0.6767 0.0234
C 2.8503 -0.5949 -0.0521
C 2.0018 -1.6663 0.0291
C 0.5630 -1.4369 0.1810
C 0.1236 -0.1437 0.1252
N -1.2173 0.1494 -0.0053
C -2.1375 -0.9673 -0.1098
C -1.7295 1.4752 -0.0503
H 3.8611 -0.5288 0.1726
H 2.5824 -2.5782 0.0253
H -0.1387 -2.2350 0.1307
H -1.6752 -1.7937 -0.6588
H -2.6051 -1.2952 0.8935
H -3.1025 -0.6926 -0.5930
H -1.6267 2.0903 0.7843
H -1.0788 1.9780 -0.7855
H -2.7963 1.4894 -0.3442
```

The SMILES is [H]/N=c1\occcc1N(C)C. As for the highest occupied orbital energy: -7.2 eV. Its gap between HOMO and LUMO is 8.070 eV. The LUMO energy is 0.890 eV.

Stability comparison, relative energies in eV: #one 1.150; #two 0.000